This record from OMol25 describes a 10-piece molecular cluster, C48H87Br2N11O15 overall at a distorted geometry. The level of theory is ωB97M-V with the def2-TZVPD basis set.

Structure (XYZ):
```
163
Properties=species:S:1:pos:R:3:forces:R:3:mulliken_charge:R:1
C 4.327000 1.044224 4.883914 -0.375 -0.507 -0.435 -1.36
C 4.446300 -0.368248 4.295222 -0.244 0.239 0.479 0.04
C 3.236740 -0.626574 3.411437 0.857 -0.208 -0.452 -0.73
O 3.525717 -1.733972 2.516327 0.002 0.098 -0.161 -0.56
C 3.366970 -1.462225 1.192251 -0.303 -0.056 0.592 0.22
C 4.466286 -1.491389 0.322403 -0.067 -0.156 0.077 0.19
Br 6.140324 -1.887661 1.147010 -0.013 0.134 -0.199 -0.19
C 4.383260 -1.240062 -1.055172 -0.209 -0.298 -0.192 0.34
C 5.641310 -1.333025 -1.889131 -0.010 0.358 0.282 -1.63
Br 5.405204 -2.322518 -3.561886 0.172 -0.077 0.139 -0.10
C 6.368877 0.024070 -2.106636 -0.174 -0.358 0.106 -0.39
C 5.743299 1.217845 -1.397341 0.156 0.180 -0.180 -1.09
C 3.116655 -0.896662 -1.589387 -1.560 0.013 0.138 -0.05
N 2.969835 -0.584138 -2.951380 2.243 0.452 0.581 -0.37
C 2.953830 0.636062 -3.331353 -0.380 -0.251 -0.391 0.86
C 2.181420 1.749445 -2.684030 0.321 0.440 0.223 -1.28
C 3.716803 1.016298 -4.574496 -0.804 -0.302 0.042 -1.52
C 2.044901 -0.895467 -0.708891 -0.822 0.144 0.535 0.60
C 2.128074 -1.159779 0.648665 1.140 -0.026 -0.277 1.11
C 0.785880 -1.034978 1.274751 0.897 0.416 -0.657 -0.02
O 0.453033 -1.357395 2.373919 -0.431 0.013 0.392 -0.62
N -0.046039 -0.484615 0.263207 -0.907 -1.229 0.447 0.64
C -1.439027 -0.961168 0.430927 -0.122 0.702 0.787 -0.27
C -2.430347 -0.389534 -0.546391 0.263 -0.155 -0.371 0.28
O -2.723973 -0.938127 -1.551547 -0.390 -0.442 -0.503 -0.38
O -3.054939 0.804224 -0.213403 0.152 0.128 -0.122 -0.34
C -2.214055 1.907578 -0.427449 0.763 0.414 0.243 0.72
C -2.160429 2.462319 -1.805585 -0.600 -0.378 -0.220 -0.89
O -1.575712 2.338987 0.478760 -0.035 0.077 0.478 -0.54
C 0.586772 -0.633555 -0.973791 1.236 -0.038 -0.707 -0.10
O 0.082940 -0.597102 -2.060770 -0.597 0.321 -0.039 -0.58
H 3.431509 1.076769 5.503669 0.132 0.218 0.306 0.32
H 5.214464 1.344593 5.429220 -0.028 0.033 0.201 0.41
H 4.152803 1.742436 4.065613 0.177 0.206 0.014 0.36
H 5.377509 -0.472980 3.745652 -0.035 -0.023 -0.260 0.13
H 4.456715 -1.104997 5.099577 0.138 -0.073 0.038 0.26
H 3.080630 0.257744 2.792611 -0.325 0.063 0.030 0.25
H 2.349298 -0.868137 3.985807 -0.163 0.068 -0.018 0.43
H 6.320937 -1.960442 -1.336075 0.036 -0.265 -0.094 0.62
H 7.375449 -0.086021 -1.705129 0.130 -0.095 -0.093 0.36
H 6.485234 0.173178 -3.176739 -0.145 0.273 -0.059 0.38
H 4.678327 1.333301 -1.581595 -0.036 0.011 -0.138 0.16
H 6.253906 2.117037 -1.738931 -0.053 0.150 0.046 0.39
H 5.875145 1.163854 -0.318268 0.025 -0.107 0.091 0.34
H 2.412996 2.704162 -3.151594 0.153 0.066 0.035 0.50
H 1.121235 1.575740 -2.858761 -0.095 -0.214 0.084 0.34
H 2.346352 1.850697 -1.610902 -0.076 -0.147 0.087 0.35
H 4.326370 0.177271 -4.887069 -0.013 -0.047 -0.219 0.27
H 3.035570 1.346878 -5.358907 0.136 0.088 -0.190 0.45
H 4.352965 1.854823 -4.289941 0.052 0.098 -0.076 0.35
H -1.463284 -2.049288 0.414992 -0.071 0.104 -0.390 0.11
H -1.751798 -0.662931 1.428844 0.119 0.126 0.084 0.55
H -3.029510 3.099341 -1.961263 -0.112 -0.022 -0.052 0.35
H -1.297332 3.094024 -1.946229 0.185 0.000 0.143 0.28
H -2.196561 1.668853 -2.549251 -0.006 -0.055 -0.044 0.35
C -1.575647 -5.593548 -1.081668 0.102 0.093 0.015 -1.60
C -2.172149 -4.891610 0.111422 -0.098 0.063 0.076 0.87
O -1.610659 -3.943557 0.661109 0.131 -0.370 0.041 -0.82
N -3.356071 -5.336483 0.576854 0.084 -0.011 -0.200 -0.02
C -4.165886 -6.434589 0.076500 -0.110 0.183 0.338 -0.85
H -0.630689 -5.119568 -1.329639 -0.013 0.061 0.049 0.33
H -1.391354 -6.643878 -0.853479 -0.081 -0.033 -0.081 0.43
H -2.240932 -5.516134 -1.941707 -0.008 -0.110 -0.006 0.41
H -3.694574 -4.823323 1.376391 0.004 -0.075 0.056 0.23
H -5.147321 -6.061268 -0.218534 -0.010 -0.104 -0.100 0.20
H -4.295774 -7.175224 0.866282 -0.006 -0.077 -0.074 0.31
H -3.699670 -6.908115 -0.779716 0.032 0.033 -0.018 0.34
C -5.448151 -1.478792 -2.080329 -0.263 -0.125 -0.080 -1.25
C -6.869652 -1.845548 -2.420117 0.017 -0.042 -0.160 0.57
O -7.142006 -2.692397 -3.256767 0.002 0.055 -0.018 -0.71
N -7.865481 -1.197482 -1.753375 0.231 0.028 0.061 0.01
C -7.744013 -0.169800 -0.733632 -0.421 -0.246 -0.238 -0.66
H -4.778287 -2.076325 -2.687503 -0.032 -0.025 -0.029 0.43
H -5.255771 -0.426958 -2.286219 0.056 0.021 0.136 0.38
H -5.245888 -1.687725 -1.029454 0.057 0.131 0.020 0.32
H -8.788584 -1.492679 -2.028177 -0.008 0.022 -0.027 0.23
H -8.223483 -0.516503 0.184185 0.105 0.171 0.119 0.19
H -8.250442 0.735216 -1.074586 0.086 0.110 0.165 0.22
H -6.704837 0.060329 -0.525995 0.022 -0.030 -0.032 0.25
C 10.532602 -3.925094 4.310171 0.019 0.055 -0.042 -1.53
C 9.415848 -3.268821 3.533269 -0.081 0.071 -0.118 1.05
O 9.627405 -2.418124 2.680426 0.032 -0.182 0.037 -0.62
N 8.145904 -3.652738 3.810354 0.221 -0.071 0.116 -0.02
C 7.684953 -4.634439 4.773282 -0.227 0.230 -0.252 -0.95
H 11.479724 -3.513637 3.975001 -0.033 0.043 -0.056 0.29
H 10.423617 -3.728407 5.377262 -0.004 -0.111 0.020 0.38
H 10.538631 -5.001514 4.136472 -0.008 -0.019 0.109 0.42
H 7.461849 -3.167456 3.252668 -0.164 -0.043 0.032 -0.05
H 7.131104 -5.420861 4.258262 0.022 -0.083 0.103 0.29
H 7.019291 -4.156778 5.493909 0.023 -0.100 0.089 0.28
H 8.516983 -5.081590 5.306118 0.041 0.021 -0.017 0.38
C 10.869481 0.277116 2.517253 0.111 0.313 0.066 -0.89
C 11.665146 1.421688 3.093480 -0.102 0.130 -0.020 0.68
O 11.141470 2.438492 3.520279 0.005 -0.026 0.004 -0.66
N 13.021141 1.283330 3.126398 -0.114 -0.142 -0.063 -0.16
C 13.815691 0.159192 2.671213 0.125 0.361 0.176 -0.76
H 9.813766 0.523510 2.556248 0.005 0.054 0.046 0.27
H 11.149231 0.105773 1.477140 0.012 -0.160 0.028 0.34
H 11.031526 -0.631283 3.089736 0.007 -0.104 -0.138 0.12
H 13.497699 2.077878 3.521654 0.013 0.001 0.002 0.22
H 14.395519 -0.244272 3.504024 0.017 -0.127 -0.072 0.27
H 14.509253 0.487617 1.894561 0.015 -0.140 -0.048 0.27
H 13.185276 -0.626416 2.269260 -0.042 0.018 0.006 0.29
C -11.726130 3.077322 0.665480 0.018 0.002 0.036 -1.29
C -11.115072 1.772392 1.119043 0.076 -0.049 0.118 0.87
O -10.549712 1.658117 2.192023 0.000 0.033 -0.011 -0.65
N -11.216046 0.706679 0.276469 -0.091 0.206 -0.103 -0.14
C -11.844563 0.649913 -1.030350 0.213 -0.352 0.229 -0.86
H -11.564526 3.822377 1.437722 0.044 -0.057 0.054 0.30
H -11.256043 3.421020 -0.256735 -0.101 0.004 -0.050 0.34
H -12.799181 2.963783 0.507210 0.012 0.037 -0.106 0.36
H -10.788900 -0.130440 0.638998 -0.023 -0.020 0.008 0.16
H -12.640948 -0.096193 -1.024018 -0.068 0.069 -0.114 0.31
H -11.107456 0.359735 -1.782443 -0.082 0.078 -0.114 0.25
H -12.265428 1.610329 -1.305339 0.013 0.028 0.028 0.34
C -8.439077 -4.546950 -1.037627 0.045 -0.218 0.010 -1.19
C -8.877894 -5.973445 -0.799823 -0.004 -0.072 -0.023 0.48
O -8.584195 -6.880373 -1.558643 0.042 0.012 0.009 -0.67
N -9.626566 -6.222647 0.312821 0.075 0.199 -0.058 -0.15
C -10.070416 -5.283264 1.324318 -0.075 -0.430 -0.025 -0.73
H -7.857398 -4.497662 -1.951208 -0.048 -0.064 -0.044 0.34
H -9.308644 -3.897254 -1.145532 0.047 0.080 0.098 0.44
H -7.817608 -4.200372 -0.209002 -0.108 0.128 0.027 0.42
H -9.886266 -7.190824 0.413617 -0.008 -0.005 0.012 0.23
H -9.682461 -5.580461 2.300367 -0.018 0.141 0.052 0.27
H -11.161191 -5.280612 1.372497 0.001 0.133 0.064 0.27
H -9.726529 -4.279135 1.102085 0.030 -0.005 -0.035 0.25
C -1.259986 5.850691 -5.448810 -0.032 -0.078 0.006 -1.32
C -1.561934 5.839712 -3.969638 -0.059 -0.064 0.093 0.72
O -2.026010 4.855308 -3.409245 0.034 0.143 -0.162 -0.60
N -1.299778 6.969942 -3.269768 0.070 -0.055 -0.240 -0.10
C -0.753401 8.225150 -3.759978 -0.134 -0.107 0.501 -0.87
H -1.521753 4.882628 -5.864417 -0.027 -0.031 0.078 0.28
H -1.846277 6.619169 -5.953185 0.104 0.057 -0.037 0.37
H -0.198555 6.031129 -5.621690 -0.027 0.100 -0.065 0.38
H -1.523740 6.896536 -2.289959 0.000 0.019 0.009 0.23
H 0.177538 8.440633 -3.231274 0.046 0.100 -0.122 0.26
H -1.462654 9.028400 -3.563794 0.076 0.110 -0.164 0.30
H -0.555096 8.189357 -4.824261 -0.053 -0.019 -0.020 0.31
C 0.448942 12.353085 -4.302117 -0.006 -0.050 -0.032 -1.35
C -1.004591 12.002317 -4.517856 -0.083 -0.036 -0.084 0.81
O -1.352451 11.136038 -5.304328 0.067 -0.045 0.030 -0.64
N -1.928488 12.691519 -3.797588 0.214 0.007 0.037 -0.18
C -1.706289 13.745544 -2.824600 -0.366 -0.158 -0.127 -0.83
H 1.057271 11.722553 -4.942795 -0.068 -0.037 -0.038 0.30
H 0.634151 13.396038 -4.560568 0.045 0.018 0.104 0.43
H 0.735686 12.178658 -3.264299 0.034 0.112 0.009 0.36
H -2.877279 12.410579 -3.988329 -0.015 0.020 -0.001 0.23
H -2.113785 13.445363 -1.857992 0.085 0.091 0.065 0.28
H -2.214060 14.655859 -3.146863 0.087 0.078 0.079 0.28
H -0.648988 13.955818 -2.709429 0.021 -0.027 -0.028 0.31
C -0.353554 -7.658320 5.203034 -0.065 -0.020 0.015 -1.38
C -1.104265 -6.900238 4.132635 -0.131 0.047 -0.086 0.90
O -2.311561 -7.021595 3.980764 0.018 -0.050 0.032 -0.66
N -0.388794 -6.070380 3.334400 0.014 -0.177 0.102 0.02
C 1.036197 -5.797815 3.360549 -0.289 0.217 -0.247 -0.93
H -1.058767 -8.273900 5.752468 -0.068 0.027 -0.047 0.31
H 0.401944 -8.305291 4.755775 0.082 0.052 0.062 0.36
H 0.123868 -6.967010 5.898296 0.103 -0.046 -0.023 0.36
H -0.952605 -5.596656 2.644341 0.065 0.174 -0.046 0.07
H 1.201933 -4.732923 3.532269 0.120 -0.020 0.028 0.31
H 1.477479 -6.061694 2.397876 0.124 -0.013 0.058 0.25
H 1.530314 -6.364158 4.142689 -0.038 -0.031 0.018 0.38
```
Positions in Å, forces in eV/Å.

Calculated values
* charge: 0
* gap between HOMO and LUMO: 8.3 eV
* HOMO energy: -0.31161 hartree
* structure (SMILES): CCCOc1c(Br)c([C@@H](Br)CC)c(N=C(C)C)c2c1C(=O)N(CC(=O)OC(C)=O)C2=O.CNC(C)=O.CNC(C)=O.CNC(C)=O.CNC(C)=O.CNC(C)=O.CNC(C)=O.CNC(C)=O.CNC(C)=O.CNC(C)=O
* max |F|: 2.36 eV/Å